Entry 1:
A cluster of 2 separate species, C42H37N3O3 in total at a distorted geometry. Source: the Open Molecules 2025 dataset; level of theory: wB97M-V/def2-TZVPD.

Atoms and positions in Å:
C (2.10, 3.64, 2.08)
C (2.58, 2.37, 1.41)
O (2.51, 1.29, 2.34)
C (2.64, 0.06, 1.71)
N (2.73, -0.93, 2.63)
C (2.41, -2.17, 2.17)
C (1.23, -2.80, 2.90)
O (3.02, -2.82, 1.32)
O (2.66, 0.00, 0.49)
H (2.32, 4.48, 1.42)
H (1.01, 3.58, 2.22)
H (2.58, 3.82, 3.05)
H (1.96, 2.15, 0.54)
H (3.63, 2.48, 1.08)
H (0.68, -2.06, 3.47)
H (0.56, -3.29, 2.18)
H (1.60, -3.59, 3.57)
C (6.32, 4.33, 10.41)
C (4.98, 4.30, 10.01)
C (4.66, 4.16, 8.66)
C (5.69, 4.07, 7.70)
N (5.33, 3.93, 6.33)
C (5.40, 5.07, 5.47)
C (6.62, 5.41, 4.89)
C (6.71, 6.55, 4.08)
C (5.57, 7.31, 3.83)
C (4.34, 6.95, 4.39)
C (4.25, 5.83, 5.21)
C (5.27, 2.65, 5.75)
C (4.08, 2.23, 5.12)
C (4.00, 0.96, 4.61)
C (5.15, 0.13, 4.48)
C (5.03, -1.13, 3.83)
C (6.09, -1.87, 3.25)
C (5.97, -3.28, 3.14)
C (7.04, -4.07, 2.75)
C (8.23, -3.46, 2.31)
N (9.30, -4.25, 1.88)
C (10.25, -3.76, 0.94)
C (11.52, -3.37, 1.36)
C (12.42, -2.83, 0.43)
C (12.07, -2.77, -0.92)
C (10.82, -3.23, -1.35)
C (9.90, -3.71, -0.42)
C (9.54, -5.53, 2.47)
C (9.23, -6.70, 1.76)
C (9.51, -7.95, 2.32)
C (10.15, -8.03, 3.55)
C (10.49, -6.87, 4.25)
C (10.17, -5.62, 3.72)
C (8.33, -2.05, 2.28)
C (7.30, -1.27, 2.77)
C (6.36, 0.59, 5.08)
C (6.38, 1.80, 5.77)
C (7.02, 4.12, 8.10)
C (7.34, 4.23, 9.45)
H (6.57, 4.42, 11.47)
H (4.17, 4.37, 10.74)
H (3.63, 4.13, 8.30)
H (7.49, 4.79, 5.10)
H (7.68, 6.82, 3.65)
H (5.64, 8.20, 3.20)
H (3.44, 7.53, 4.19)
H (3.31, 5.51, 5.67)
H (3.23, 2.91, 5.10)
H (3.06, 0.58, 4.24)
H (4.09, -1.66, 4.00)
H (5.03, -3.75, 3.41)
H (6.97, -5.16, 2.75)
H (11.77, -3.45, 2.42)
H (13.38, -2.47, 0.77)
H (12.78, -2.36, -1.65)
H (10.55, -3.21, -2.41)
H (8.91, -4.06, -0.72)
H (8.75, -6.60, 0.78)
H (9.23, -8.85, 1.77)
H (10.40, -9.01, 3.98)
H (11.00, -6.92, 5.21)
H (10.41, -4.69, 4.25)
H (9.25, -1.60, 1.90)
H (7.41, -0.19, 2.79)
H (7.26, -0.02, 5.03)
H (7.28, 2.12, 6.32)
H (7.80, 4.04, 7.33)
H (8.39, 4.25, 9.76)

Properties
* ΔE to the lowest compared entry with this formula, charge and spin: 0.0 kcal/mol
* orbital gap: 0.2121 Eh
* multiplicity: 1

Entry 2:
A structure of composition C42H37N9OSSn at a distorted geometry. Source: the Open Molecules 2025 dataset; level of theory: wB97M-V/def2-TZVPD.

Atoms and positions in Å:
Sn (-1.60, 0.39, 0.25)
N (-4.21, 0.43, 3.94)
C (-3.61, 0.53, 2.74)
S (-1.92, 0.07, 2.70)
N (-4.32, 0.96, 1.70)
N (-3.51, 1.40, 0.66)
C (-3.78, 2.52, -0.06)
C (-5.09, 3.24, -0.04)
C (-5.15, 4.57, 0.36)
C (-6.37, 5.28, 0.44)
C (-7.56, 4.57, 0.31)
C (-7.50, 3.18, -0.03)
C (-6.28, 2.55, -0.27)
C (-2.71, 3.04, -0.85)
C (-2.73, 4.19, -1.69)
C (-1.52, 4.79, -2.19)
C (-0.33, 4.07, -2.08)
C (-0.40, 2.83, -1.42)
N (-1.49, 2.34, -0.83)
H (-3.70, -0.20, 4.59)
H (-5.17, 0.65, 4.06)
H (-4.20, 5.10, 0.55)
H (-6.36, 6.34, 0.51)
H (-8.49, 5.09, 0.32)
H (-8.40, 2.64, -0.15)
H (-6.17, 1.48, -0.44)
H (-3.71, 4.71, -1.80)
H (-1.60, 5.78, -2.62)
H (0.61, 4.47, -2.46)
H (0.51, 2.22, -1.41)
C (12.27, -1.35, -0.15)
O (11.38, -2.42, 0.31)
C (10.10, -2.04, 0.56)
C (9.67, -0.72, 0.79)
C (8.32, -0.45, 0.96)
C (7.37, -1.47, 1.05)
C (7.82, -2.76, 0.83)
C (9.16, -3.08, 0.70)
C (5.95, -1.19, 1.13)
N (5.42, -0.02, 1.52)
C (4.07, -0.23, 1.39)
C (3.76, -1.51, 0.96)
N (5.01, -2.16, 0.83)
C (2.44, -1.99, 0.67)
C (2.11, -3.35, 0.29)
C (0.83, -3.61, -0.22)
C (-0.04, -2.50, -0.38)
N (0.21, -1.27, 0.03)
C (1.43, -0.98, 0.54)
C (1.70, 0.36, 1.05)
N (0.69, 1.28, 1.00)
C (0.91, 2.48, 1.55)
C (2.09, 2.82, 2.25)
C (3.16, 1.94, 2.25)
C (3.01, 0.72, 1.56)
H (13.09, -1.93, -0.50)
H (12.56, -0.75, 0.77)
H (11.81, -0.79, -0.98)
H (10.40, 0.07, 0.94)
H (8.04, 0.55, 1.18)
H (7.09, -3.59, 0.98)
H (9.57, -4.07, 0.68)
H (5.21, -3.06, 0.39)
H (2.92, -4.08, 0.34)
H (0.44, -4.64, -0.33)
H (-0.91, -2.60, -1.04)
H (0.08, 3.18, 1.51)
H (2.07, 3.83, 2.61)
H (4.10, 2.21, 2.80)
C (-6.18, -3.38, 0.13)
N (-4.92, -3.04, -0.47)
C (-4.10, -4.20, -0.80)
C (-4.24, -1.79, -0.36)
C (-3.59, -1.36, -1.65)
C (-4.20, -1.72, -2.91)
C (-3.49, -1.54, -4.08)
C (-2.29, -0.88, -4.06)
C (-1.83, -0.28, -2.86)
C (-2.42, -0.60, -1.61)
H (-6.68, -4.24, -0.32)
H (-6.87, -2.51, 0.11)
H (-6.04, -3.61, 1.21)
H (-4.63, -4.93, -1.48)
H (-3.87, -4.77, 0.12)
H (-3.20, -3.86, -1.31)
H (-3.42, -1.89, 0.41)
H (-4.96, -1.03, -0.03)
H (-5.19, -2.15, -2.94)
H (-3.91, -1.98, -4.96)
H (-1.64, -0.73, -4.91)
H (-0.90, 0.35, -2.87)

Properties
* ΔE to the lowest compared entry with this formula, charge and spin: 68.7 kcal/mol
* orbital gap (alpha / beta): 0.1213 / 0.0918 Eh
* multiplicity: 1

Entry 3:
A structure of composition C42H38BN13O5RuS at a distorted geometry. Source: the Open Molecules 2025 dataset; level of theory: wB97M-V/def2-TZVPD.

Atoms and positions in Å:
Ru (0.47, -0.71, 1.45)
C (4.20, -1.04, 3.23)
C (3.39, -0.80, 2.14)
N (2.10, -0.95, 2.49)
N (2.08, -1.29, 3.81)
C (3.33, -1.34, 4.26)
B (0.70, -1.41, 4.55)
N (-0.09, -2.43, 3.71)
C (-0.81, -3.49, 4.09)
C (-1.07, -4.27, 2.97)
C (-0.46, -3.60, 1.92)
N (0.15, -2.49, 2.39)
N (0.13, 0.02, 4.38)
C (-0.11, 1.02, 5.23)
C (-0.25, 2.20, 4.52)
C (-0.05, 1.82, 3.20)
N (0.17, 0.50, 3.12)
N (0.80, -1.91, 5.95)
C (0.17, -1.61, 7.12)
C (0.58, -2.50, 8.06)
C (1.47, -3.36, 7.37)
N (1.59, -3.02, 6.10)
H (5.28, -1.00, 3.28)
H (3.67, -0.52, 1.14)
H (3.52, -1.60, 5.29)
H (-1.07, -3.64, 5.12)
H (-1.63, -5.18, 2.93)
H (-0.36, -3.90, 0.89)
H (-0.14, 0.87, 6.29)
H (-0.45, 3.18, 4.90)
H (0.00, 2.45, 2.33)
H (-0.55, -0.81, 7.21)
H (0.27, -2.56, 9.09)
H (2.00, -4.21, 7.75)
C (3.85, 4.54, -10.69)
O (4.46, 3.46, -9.93)
C (3.97, 3.04, -8.82)
C (4.69, 1.97, -8.19)
C (4.26, 1.47, -7.01)
C (3.09, 1.99, -6.39)
C (2.38, 3.06, -7.02)
C (2.80, 3.57, -8.20)
C (2.62, 1.51, -5.12)
N (1.65, 2.08, -4.42)
C (1.55, 1.35, -3.29)
C (2.46, 0.31, -3.29)
N (3.14, 0.42, -4.46)
C (2.54, -0.67, -2.23)
C (3.32, -1.83, -2.25)
C (3.26, -2.70, -1.19)
C (2.42, -2.40, -0.11)
N (1.69, -1.29, -0.09)
C (1.73, -0.43, -1.13)
C (0.84, 0.73, -1.06)
N (0.13, 0.89, 0.09)
C (-0.81, 1.82, 0.12)
C (-1.06, 2.68, -0.95)
C (-0.30, 2.57, -2.09)
C (0.68, 1.57, -2.16)
H (4.48, 4.67, -11.56)
H (3.83, 5.44, -10.09)
H (2.84, 4.24, -10.99)
H (5.58, 1.60, -8.69)
H (4.82, 0.66, -6.56)
H (1.50, 3.44, -6.53)
H (2.24, 4.37, -8.67)
H (3.89, -0.17, -4.78)
H (3.95, -2.07, -3.09)
H (3.82, -3.62, -1.18)
H (2.33, -3.06, 0.74)
H (-1.41, 1.87, 1.02)
H (-1.84, 3.42, -0.86)
H (-0.45, 3.23, -2.93)
C (-7.39, 3.21, 2.27)
C (-6.37, 2.10, 2.20)
C (-6.73, 0.85, 1.70)
C (-5.81, -0.18, 1.61)
C (-4.50, 0.06, 2.03)
C (-4.12, 1.29, 2.56)
C (-5.07, 2.30, 2.64)
S (-3.31, -1.16, 1.72)
O (-2.02, -0.58, 2.01)
O (-3.63, -2.43, 2.29)
N (-3.43, -1.39, 0.09)
C (-3.37, -2.70, -0.54)
C (-2.29, -2.78, -1.61)
C (-0.87, -2.34, -1.15)
O (0.11, -2.64, -1.80)
O (-0.93, -1.62, -0.06)
H (-8.05, 3.19, 1.41)
H (-6.91, 4.19, 2.33)
H (-8.01, 3.09, 3.16)
H (-7.75, 0.67, 1.38)
H (-6.10, -1.15, 1.24)
H (-3.11, 1.44, 2.93)
H (-4.79, 3.26, 3.06)
H (-3.30, -0.57, -0.48)
H (-4.32, -2.92, -1.02)
H (-3.23, -3.44, 0.24)
H (-2.50, -2.12, -2.45)
H (-2.19, -3.79, -1.99)

Properties
* ΔE to the lowest compared entry with this formula, charge and spin: 29.2 kcal/mol
* orbital gap (alpha / beta): 0.1969 / 0.1674 Eh
* charge: +3
* multiplicity: 2